No. 1
ORCA calculation (the ωB97M-V functional and the def2-TZVPD basis) on ClHg3N2O6 as an isolated structure in a non-equilibrium geometry.

Geometry (Å):
Hg 0.2315 1.3644 2.9179
Hg -2.0314 -2.3008 1.5149
Hg 3.7967 -2.1201 0.1201
N 1.4262 0.6839 -0.7066
O 0.9226 1.2667 0.1258
O 3.1313 1.5885 -1.4770
O 1.1121 -0.1815 -1.6272
N -1.9737 0.3539 -1.0798
O -1.0617 0.0327 -1.8895
O -2.5550 -1.0172 -0.5865
O -2.4201 1.3127 -0.8341
Cl -0.5785 -0.9833 3.5219

Output
* charge: +3
* frontier orbital gap: 3.36 eV
* LUMO: -16.38 eV

Partial atomic charges computed with the Löwdin method, in multiples of e: 1.2340, 1.1600, 0.7732, -0.1716, 0.1034, 0.1037, 0.1237, -0.4098, 0.0593, -0.2026, 0.2856, -0.0587



No. 2
ORCA calculation (the ωB97M-V functional and the def2-TZVPD basis) on ClMnO4 as an isolated structure in a non-equilibrium geometry.

Geometry (Å):
Mn 29.5845 -2.8866 -26.6060
Cl 29.0968 -5.5182 -27.8972
O 27.9345 -4.6624 -27.9716
O 28.8092 -6.5029 -26.9028
O 29.2167 -6.1478 -29.2250
O 30.2912 -4.7591 -27.5748

Output
* frontier orbital gap (spin up / spin down): 8.48 / 9.18 eV
* 2S+1: 7
* energy relative to the best compared isomer or geometry (same formula, charge and spin): 0.0 kcal per mole
* LUMO (spin up / spin down): -0.65 / -1.41 eV
* ⟨S²⟩: 12.001

Partial atomic charges computed with the Löwdin method, in multiples of e: 0.9287, 0.6262, -0.4086, -0.3105, -0.3178, -0.5180



One value per record, in order, for total energy: -1479.38291 -1911.81013 hartree.